Record 1
{
  "formula": "C15H19AsCuF3O2S2",
  "method": "ωB97M-V/def2-TZVPD",
  "multiplicity": 2,
  "de_lowest_kj_mol": 64.83,
  "s2": 0.76,
  "e_tot_ha": -5705.7594,
  "gap_ha": [0.2694, 0.2184],
  "charge": -1,
  "e_lumo_ev": [2.88, 1.42],
  "species": ["Cu", "C", "C", "S", "C", "C", "S", "H", "H", "H", "H", "H", "H", "F", "C", "F", "F", "C", "O", "O", "C", "As", "C", "C", "C", "C", "C", "C", "C", "C", "H", "H", "H", "H", "H", "H", "H", "H", "H", "H", "H", "H", "H"],
  "coordinates": [[-11.058737, -1.959812, -14.793215], [-14.361882, -1.818577, -11.617687], [-13.082897, -2.126955, -12.492042], [-12.807332, -0.924759, -13.770223], [-12.437896, -3.368885, -12.398868], [-12.848506, -4.298131, -11.381858], [-11.293666, -3.937005, -13.525023], [-14.378553, -2.123041, -10.537437], [-15.142230, -2.408383, -12.046765], [-14.521234, -0.802074, -11.764290], [-13.835552, -4.093121, -11.159224], [-12.304801, -4.191817, -10.428459], [-12.819178, -5.327490, -11.655646], [-7.813795, 0.840001, -16.629743], [-8.652779, 0.083774, -17.436167], [-9.096219, 1.059663, -18.243659], [-7.749800, -0.634039, -18.162511], [-9.622298, -0.777351, -16.634874], [-10.755290, -0.969121, -17.174259], [-9.235489, -1.215336, -15.474309], [-9.596452, -0.037283, -12.556231], [-7.880767, 0.370972, -11.831903], [-7.038106, -0.669845, -13.303503], [-7.803810, -0.933915, -10.395784], [-7.604078, -2.362508, -10.715086], [-8.639736, -3.190549, -11.144359], [-8.361001, -4.451674, -11.635822], [-7.109055, -5.018372, -11.553028], [-6.064298, -4.226892, -10.967546], [-6.314845, -2.911587, -10.569120], [-9.631420, -1.091715, -12.757379], [-9.629992, 0.471988, -13.462904], [-10.376882, 0.268212, -11.864488], [-7.516824, -1.640483, -13.388377], [-5.925596, -0.846031, -13.031028], [-7.194155, -0.085495, -14.190130], [-8.695214, -0.751349, -9.865372], [-7.001073, -0.675693, -9.691324], [-9.622055, -2.694029, -11.279913], [-9.139570, -5.036015, -12.133207], [-6.905213, -6.050616, -11.755908], [-5.100490, -4.777854, -10.896918], [-5.505068, -2.300624, -10.204606]],
  "forces_ev_per_a": [[0.1312, -0.1828, 0.2157], [2.0217, -1.9088, 0.2822], [-0.8075, 1.1620, -0.5995], [-0.2030, -1.5124, 1.5644], [0.9108, 1.1703, -2.0630], [0.7056, -0.8151, 1.8760], [-0.0731, 0.5317, -0.1707], [0.5919, 0.5267, -0.8512], [-0.8548, -0.2020, -0.5130], [-0.7083, 1.7232, 0.1123], [-2.2431, 0.2309, 0.7641], [0.0945, 0.0265, -0.2713], [0.4007, -0.7205, -0.4477], [-0.5333, -0.7622, 0.7314], [3.5028, 2.0846, 0.1136], [-1.3423, -0.9909, -0.3242], [-0.9871, -0.4688, -0.0077], [-2.5449, -1.3047, 1.0711], [2.3872, 0.3433, 1.0230], [-0.6665, 1.0572, -2.7173], [-0.3135, -0.4626, 1.8244], [1.1895, 0.2405, -0.9158], [2.0308, -0.1644, 1.7679], [1.3093, -0.2871, 0.7338], [0.3562, -0.8469, 0.2668], [-0.1288, 1.3983, -0.7786], [-0.8441, -1.1323, -0.4628], [1.3635, 1.7932, 1.6386], [-0.6601, -1.3684, -0.6624], [-0.1037, -0.8987, -0.7147], [-0.2896, -0.4947, -0.0884], [-0.4391, 0.9218, -1.5735], [-0.2818, 0.0008, -0.2164], [-0.1081, -0.0128, -0.0921], [-1.6800, 0.4238, -0.7860], [0.2399, 0.0702, -0.5254], [-1.3593, 0.0264, 0.7305], [-0.1040, 0.3721, -0.2798], [0.4965, -0.7995, 0.1260], [-0.0186, 0.3021, 0.3712], [-0.0708, -0.2669, -0.5027], [-0.4815, 1.0350, 0.2257], [0.1149, 0.1622, 0.1257]]
}

Record 2
{
  "formula": "C15H19Br23O4S",
  "method": "ωB97M-V/def2-TZVPD",
  "multiplicity": 1,
  "de_lowest_kj_mol": 0.69,
  "e_tot_ha": -60484.3362,
  "gap_ha": 0.3295,
  "charge": 0,
  "e_lumo_ev": -0.40,
  "species": ["C", "C", "C", "C", "O", "S", "O", "O", "O", "C", "C", "Br", "C", "C", "Br", "H", "H", "H", "H", "H", "H", "H", "H", "H", "H", "H", "H", "C", "Br", "Br", "Br", "H", "C", "Br", "Br", "Br", "H", "C", "Br", "Br", "Br", "H", "C", "Br", "Br", "Br", "H", "C", "Br", "Br", "Br", "H", "C", "Br", "Br", "Br", "H", "C", "Br", "Br", "Br", "H"],
  "coordinates": [[-0.200126, 0.122184, -4.631483], [0.607850, 1.044361, -3.727467], [-0.215375, 1.983020, -2.849305], [0.609659, 3.197308, -2.470440], [-1.247064, 2.538568, -3.763326], [-2.702491, 2.433292, -3.198490], [-3.391002, 3.658722, -3.257705], [-3.298051, 1.250392, -3.713704], [-2.261544, 2.131150, -1.681879], [-1.051998, 1.363045, -1.726137], [-0.464468, 1.396649, -0.332087], [-0.723285, 3.018073, 0.627862], [0.172319, 0.345655, 0.206851], [0.346884, -0.941503, -0.531273], [0.847463, 0.422631, 1.969119], [0.496807, -0.441327, -5.243460], [-0.764739, -0.602302, -4.050947], [-0.876518, 0.655754, -5.282919], [1.299619, 0.427166, -3.156098], [1.239808, 1.664058, -4.354686], [1.009198, 3.634660, -3.375150], [0.010600, 3.956641, -1.984130], [1.439587, 2.890940, -1.838821], [-1.337341, 0.341970, -1.964452], [0.575691, -0.720679, -1.561109], [1.173218, -1.528507, -0.144749], [-0.553116, -1.538405, -0.479572], [-0.168894, -5.146144, 0.668863], [0.607952, -5.462170, -1.062823], [1.081145, -4.306527, 1.867868], [-1.794154, -4.127440, 0.534355], [-0.423831, -6.109853, 1.086770], [2.697500, -2.955914, -4.357059], [0.912266, -3.663266, -4.470543], [3.239677, -2.110090, -5.997526], [2.897596, -1.770875, -2.850622], [3.360880, -3.791806, -4.191952], [3.963667, 2.777005, 4.273113], [5.639700, 2.353990, 3.425602], [2.855187, 3.878032, 3.153803], [3.031022, 1.192769, 4.839539], [4.188916, 3.348303, 5.161131], [-2.439104, 0.133847, 3.950373], [-1.514626, 0.099192, 5.639715], [-2.112588, -1.468201, 2.937322], [-4.321192, 0.470181, 4.168593], [-2.026658, 0.956316, 3.381290], [-8.122154, 1.312195, 5.938216], [-7.021844, 2.810870, 6.431912], [-7.750044, 0.726251, 4.142633], [-7.963342, -0.132414, 7.198728], [-9.148584, 1.646132, 5.959519], [4.323974, 5.815723, -0.651040], [2.747755, 4.747033, -0.360963], [3.872323, 7.606365, -1.191407], [5.487771, 5.806630, 0.880574], [4.868268, 5.363793, -1.466540], [1.634429, -8.453353, 2.781358], [2.308596, -9.973788, 3.745480], [2.948745, -7.722189, 1.585228], [-0.005577, -8.865789, 1.855675], [1.403639, -7.688329, 3.508377]],
  "forces_ev_per_a": [[0.2487, -0.2219, 0.3287], [-0.2260, -0.3621, -0.1519], [0.2179, 0.8100, -1.0886], [-0.0934, -0.3489, 0.2024], [0.1102, 0.3244, -0.0124], [0.0940, -1.1612, 0.5068], [-0.0227, 0.6022, 0.0528], [-0.2206, -0.1550, -0.2045], [-0.2028, 0.3928, -0.4740], [-0.2157, -0.0538, 0.7468], [0.4307, -0.2012, 0.3581], [0.0840, -0.2183, -0.0360], [-0.4929, 0.7278, -0.0860], [0.3173, 0.1404, 0.1224], [0.1645, -0.0436, -0.1907], [0.0768, -0.1367, -0.1616], [-0.2207, -0.1071, 0.0320], [-0.1553, 0.1426, -0.0735], [-0.0519, 0.2325, 0.3535], [0.0995, 0.2376, -0.0794], [0.1343, 0.0416, -0.2323], [-0.0598, 0.0422, 0.2444], [0.0096, 0.0182, 0.0853], [0.1120, -0.1954, -0.1394], [-0.0638, -0.1498, -0.3628], [0.0313, -0.0373, 0.1789], [-0.2727, -0.2466, 0.0427], [0.0761, 0.0001, -0.0119], [-0.0178, 0.0508, 0.0489], [-0.0451, 0.0420, -0.0020], [-0.0639, -0.0402, -0.0261], [0.0021, -0.0068, 0.0061], [-0.0102, -0.0175, -0.0309], [0.0342, 0.0444, -0.0083], [-0.0409, -0.0008, 0.0468], [0.1697, -0.1844, -0.0691], [0.0253, -0.0002, 0.0100], [-0.0732, 0.0613, -0.0124], [-0.0527, 0.0065, -0.0056], [0.0386, -0.0712, 0.0664], [0.0131, -0.0466, 0.0497], [0.0264, -0.0134, 0.0247], [0.0242, 0.1041, -0.0418], [-0.0018, -0.0052, -0.0339], [-0.1280, -0.1071, 0.0259], [0.1383, -0.0554, 0.0001], [0.0298, 0.0004, -0.0048], [0.0353, 0.0000, 0.0265], [-0.0096, -0.0408, -0.0136], [-0.1022, 0.0198, 0.0159], [0.0132, 0.0292, -0.0311], [-0.0189, 0.0033, -0.0059], [0.0117, 0.0204, 0.0365], [0.1048, 0.1805, 0.0206], [-0.0018, -0.0416, 0.0226], [-0.0259, 0.0000, -0.0286], [0.0041, -0.0109, -0.0179], [0.0498, 0.0353, 0.0241], [-0.0360, 0.0283, -0.0487], [0.0018, -0.0657, -0.0107], [0.0088, -0.0062, 0.0069], [-0.0117, 0.0143, 0.0098]]
}

Record 3
{
  "formula": "C15H19CdCl5NO4PSi",
  "method": "ωB97M-V/def2-TZVPD",
  "multiplicity": 1,
  "de_lowest_kj_mol": 55.73,
  "e_tot_ha": -4038.4497,
  "gap_ha": 0.2475,
  "charge": 0,
  "e_lumo_ev": -0.62,
  "species": ["Cd", "Cl", "C", "C", "C", "Cl", "C", "C", "C", "C", "N", "C", "C", "O", "H", "H", "H", "H", "Cl", "Si", "Cl", "Cl", "C", "C", "O", "P", "O", "C", "C", "O", "C", "C", "H", "H", "H", "H", "H", "H", "H", "H", "H", "H", "H", "H", "H", "H", "H"],
  "coordinates": [[7.155427, 9.607510, 9.309484], [4.841944, 5.154914, 9.391246], [5.617416, 5.841660, 10.714246], [5.802763, 5.096242, 11.896343], [6.475987, 5.695323, 12.962444], [6.330466, 4.974420, 14.509760], [7.181322, 6.912378, 12.844775], [8.056693, 7.371319, 13.809403], [8.794087, 8.583867, 13.528670], [8.493715, 9.281889, 12.392130], [7.680281, 8.811922, 11.421964], [7.043538, 7.610468, 11.603969], [6.263903, 7.130758, 10.515895], [5.973185, 7.757162, 9.417947], [5.194678, 4.181536, 12.123103], [8.149867, 6.806703, 14.798365], [9.603649, 8.897512, 14.130363], [8.925214, 10.287524, 12.254669], [7.720774, 13.135529, 8.396143], [6.084614, 11.887014, 8.778466], [5.088705, 12.780400, 10.347240], [4.966424, 11.900242, 7.039314], [8.392201, 10.805076, 4.688517], [9.131241, 9.499439, 5.107499], [10.001378, 9.704905, 6.273609], [9.275567, 9.149448, 7.691891], [9.179011, 7.605962, 7.657114], [10.269055, 6.625093, 7.922163], [9.702495, 5.254268, 7.518886], [10.477275, 9.307871, 8.710112], [10.876827, 10.626501, 9.215945], [12.157326, 11.083286, 8.519833], [7.639243, 11.126527, 5.465582], [7.817639, 10.713242, 3.758194], [9.162175, 11.565438, 4.601169], [9.807022, 9.123670, 4.274905], [8.392712, 8.651813, 5.287719], [10.609689, 6.723323, 8.937548], [11.159141, 6.894659, 7.225628], [9.065091, 4.842374, 8.346670], [10.421387, 4.505919, 7.107439], [8.947705, 5.441019, 6.715552], [10.926989, 10.543281, 10.285287], [10.059601, 11.366489, 9.035391], [12.910264, 10.286545, 8.423357], [12.605724, 11.963641, 9.131261], [11.964235, 11.553975, 7.575597]],
  "forces_ev_per_a": [[-0.8752, 0.4620, -0.2257], [-0.7416, -0.4355, -0.7570], [2.3622, 1.1418, 0.9325], [-0.8202, 0.8163, 1.2036], [-0.6576, -0.6373, -0.9491], [0.1294, -0.5120, 0.6745], [-0.7411, -0.8446, -0.9708], [1.8220, 2.0136, 1.1336], [-1.7082, -3.1353, 0.9180], [-0.6624, 0.4416, -1.9236], [0.4281, 0.1358, 0.8679], [1.0372, 1.1278, 0.2024], [-2.5418, -2.2728, -0.4902], [1.3229, 0.5928, 0.5586], [0.8671, 0.8587, -0.5678], [0.0980, 0.9144, -1.6786], [0.3796, 0.4193, 0.8704], [-0.1691, -0.6412, -0.2386], [-0.0200, 0.2673, -0.1181], [0.8034, -0.8848, 0.2559], [-0.2307, 0.1712, -0.1509], [-0.1405, 0.2179, 0.1035], [-0.2163, -0.5115, 1.2709], [-0.4126, -0.6700, -1.0410], [-1.5258, -0.9241, 0.8139], [0.3568, 1.7006, -0.9353], [0.6014, -2.1848, 0.1527], [0.9910, 0.2292, -2.7515], [-1.3814, 0.0103, 0.0247], [0.8551, 0.9075, 0.7059], [-0.6140, 0.3092, -1.2577], [0.7454, 1.4735, 1.8595], [0.9132, -0.3362, -0.5860], [0.4291, -0.2177, 0.1013], [-0.1440, 0.3082, -0.1543], [-0.7273, 0.5908, 1.0371], [0.8355, 0.9883, -0.0095], [-0.1583, 0.0281, 0.3972], [-1.4707, -0.3138, 1.1739], [0.8825, 0.0856, -0.6170], [-0.3437, 0.7381, 0.7256], [0.7369, -0.1045, 0.3973], [0.4671, -0.3042, 0.4567], [0.4294, -0.4948, -0.0963], [-0.3624, 0.2961, 0.1052], [-0.5657, -1.5822, -0.7239], [-0.2627, -0.2388, -0.7001]]
}